Formula: C4H14N2O
Source: the OMol25 dataset
Level of theory: ωB97M-V/def2-TZVPD

Geometry as XYZ:
```
21
Properties=species:S:1:pos:R:3:nbo_charge:R:1
N -1.38607 -1.22884 1.67788 -0.86
C -1.01290 0.13028 1.55304 -0.21
C 0.50592 0.26881 1.28255 -0.39
C 1.28343 -0.59010 0.29778 -0.44
C 1.00037 -0.37839 -1.17330 -0.22
N 2.18582 -0.82301 -2.04468 -0.88
H -1.36777 -1.73978 0.73309 0.35
H -2.37606 -1.47371 2.05895 0.37
H -1.13180 0.62910 2.62177 0.20
H -1.40611 0.66028 0.70303 0.14
H 0.83850 0.16778 2.31470 0.21
H 0.68545 1.36520 0.98556 0.19
H 2.32264 -0.28855 0.27218 0.24
H 1.12088 -1.54364 0.66024 0.21
H 1.01280 0.79426 -1.15242 0.19
H 0.05469 -0.61732 -1.74259 0.18
H 2.29524 -1.76274 -2.46581 0.37
H 2.17145 -0.12990 -2.91641 0.36
O -2.22221 2.69413 -1.14642 -0.91
H -2.09251 1.97720 -1.91786 0.45
H -2.48176 1.88895 -0.60129 0.46
```

Properties
LUMO: 0.017 Ha
structure (SMILES): NCCCCN.O
ΔE to the lowest compared entry with this formula, charge and spin: 326.72 kJ/mol
maximum force: 5.430 eV/A

Formula: C26H54F3N3O26S3
Source: the OMol25 dataset
Level of theory: ωB97M-V/def2-TZVPD

Geometry as XYZ:
```
115
Properties=species:S:1:pos:R:3:mulliken_charge:R:1
N -3.57218 -3.08091 -0.86799 -0.11
H -3.89055 -3.68783 -1.62159 0.41
H -2.58357 -2.71672 -0.99775 0.12
H -3.61959 -3.58425 0.02433 0.43
H -4.19590 -2.24154 -0.75446 0.39
N 0.09639 -3.16327 1.81954 0.01
H 0.60326 -3.95285 1.42132 0.44
H -0.76660 -3.52628 2.22801 0.45
H -0.13487 -2.44575 1.06418 -0.34
H 0.69078 -2.77137 2.57461 0.32
N -0.48328 -4.57820 -2.80503 -0.31
H -0.72855 -3.56449 -2.62690 0.20
H -0.03301 -4.77759 -3.70589 0.35
H -1.35904 -5.11090 -2.78241 0.41
H 0.11984 -4.81607 -2.01676 0.32
C -0.18369 -1.05205 -1.04058 -0.40
O -0.04970 -0.75307 0.36047 2.44
O -0.95316 -2.11346 -1.35597 -1.06
C -0.49963 0.13858 -1.93357 0.11
F -0.45969 -0.23545 -3.19572 -0.36
F -1.76913 0.61827 -1.70354 0.68
F 0.34161 1.14883 -1.74590 -0.38
C -1.19651 -0.08008 0.94270 0.50
C -0.91504 0.06629 2.41455 -0.41
H -1.64888 0.74423 2.85130 0.16
H -1.04727 -0.89035 2.92146 0.41
H 0.06077 0.47739 2.66305 -0.49
H -2.09636 -0.68582 0.81722 -0.50
H -1.32403 0.88046 0.45466 -0.79
H 0.88198 -1.26995 -1.24311 -0.34
C 5.94985 -2.51892 -2.58372 -1.09
C 4.88195 -3.56275 -2.78861 0.26
C 3.62566 -3.41653 -1.88826 0.71
O 2.58209 -3.79194 -2.76451 -0.34
C 3.00160 -3.73556 -4.06603 0.60
O 2.29088 -3.97722 -4.96752 -0.55
O 4.29488 -3.41435 -4.12023 -0.38
H 6.69297 -2.49856 -3.37999 0.39
H 6.54150 -2.78251 -1.70102 0.39
H 5.49858 -1.53501 -2.47389 0.05
H 5.27518 -4.58282 -2.71801 0.38
H 3.51353 -2.39828 -1.53430 -0.84
H 3.88202 -4.10355 -1.07778 0.46
C -4.22255 1.51327 -4.80523 -1.83
C -3.45073 1.20878 -3.53674 0.73
C -3.36328 2.27725 -2.44399 -0.97
O -3.77945 1.56613 -1.26896 0.07
C -4.14747 0.32010 -1.56622 0.54
O -4.48492 -0.47649 -0.75193 -0.74
O -4.03050 0.08350 -2.87048 -0.42
H -5.28453 1.56918 -4.51934 0.41
H -4.28109 0.70220 -5.53542 0.40
H -3.89317 2.39998 -5.33800 0.37
H -2.44776 0.99987 -3.92584 -0.03
H -4.04591 3.10766 -2.65037 0.75
H -2.35656 2.67235 -2.33267 0.52
C 3.51046 2.03965 5.61301 -1.45
C 2.70622 0.82658 6.00504 0.48
C 1.16896 1.05002 6.15472 -0.57
O 0.57272 0.08944 5.28875 -0.24
C 1.53636 -0.61027 4.67525 0.48
O 1.31442 -1.50306 3.94451 -0.62
O 2.73898 -0.19197 4.98121 -0.33
H 2.93985 2.72399 4.98616 0.34
H 4.41327 1.72078 5.08690 0.32
H 3.89058 2.57965 6.47906 0.42
H 3.09738 0.38551 6.92060 0.37
H 0.87305 2.07193 5.93811 0.37
H 0.96940 0.85233 7.20672 0.26
C 3.65506 0.25604 -3.52603 -0.99
C 2.99654 1.53947 -3.96419 1.12
C 3.95526 2.77447 -3.87115 -0.48
O 4.26342 3.10574 -5.20344 -0.37
C 3.53332 2.33709 -6.05862 0.51
O 3.60619 2.42638 -7.22990 -0.49
O 2.75011 1.47968 -5.36802 -0.42
H 4.42163 -0.11809 -4.21200 0.56
H 2.95382 -0.58387 -3.47240 0.14
H 4.17014 0.37608 -2.57197 0.13
H 2.10176 1.76513 -3.39394 -0.35
H 4.77862 2.65843 -3.16766 0.33
H 3.35810 3.59971 -3.45527 0.34
C -4.47638 1.63739 5.01744 -0.30
C -4.04874 0.42856 5.81706 -0.34
O -3.83643 -0.61018 4.84408 -0.30
S -4.73587 -0.43316 3.50318 0.93
O -5.98045 -1.10579 3.52498 -0.58
O -3.92548 -0.57051 2.34171 -0.38
O -5.08063 1.13770 3.80598 -0.32
H -3.62493 2.27304 4.74521 0.18
H -5.26434 2.26460 5.43454 0.40
H -4.88745 0.05385 6.40950 0.32
H -3.16154 0.63783 6.39930 0.29
C 2.56931 0.93699 0.07363 0.96
C 2.75422 1.01818 1.58417 0.86
O 3.50453 -0.15201 1.98614 -0.23
S 3.63649 -1.26475 0.85812 0.82
O 2.60022 -2.24425 0.97861 -0.47
O 4.96500 -1.70303 0.67591 -0.59
O 3.18876 -0.29322 -0.35737 -0.28
H 3.03121 1.74703 -0.49977 0.30
H 1.54754 0.91608 -0.31216 -1.03
H 1.81478 0.90346 2.12806 -0.85
H 3.30464 1.90542 1.88136 0.49
C -4.13669 2.92486 1.22978 0.25
C -4.36246 4.11427 0.26886 -0.11
O -3.17119 4.89522 0.37526 -0.44
S -1.90211 3.91997 0.41838 0.88
O -0.84605 4.55052 1.10476 -0.64
O -1.67960 3.29578 -0.83920 -0.53
O -2.70955 2.85327 1.37971 -0.19
H -4.46357 1.95783 0.85006 -0.09
H -4.70341 3.13026 2.13839 0.33
H -5.12903 4.77977 0.66104 0.47
H -4.59361 3.84263 -0.76330 -0.16
```

Properties
net charge: +2
LUMO: -0.208 Ha
ΔE to the lowest compared entry with this formula, charge and spin: 0.00 kJ/mol
maximum force: 2.890 eV/A

Formula: C2H2FeLiO2
Source: the OMol25 dataset
Level of theory: ωB97M-V/def2-TZVPD

Geometry as XYZ:
```
8
Properties=species:S:1:pos:R:3:nbo_charge:R:1
H -3.54338 0.99837 -0.65833 -0.26
O 0.66617 1.24073 1.23233 -0.18
C 0.07068 0.64492 0.34988 0.16
C 0.72353 -0.34448 -0.56278 0.38
O 1.59477 -0.02464 -1.36367 -0.57
Li 2.83893 -0.80141 -2.48993 0.99
Fe -2.01234 1.02469 -0.00455 1.25
H 0.50675 -1.41421 -0.35127 0.23
```

Properties
net charge: +2
LUMO (spin up / spin down): -0.384 / -0.442 Ha
2S+1: 6
ΔE to the lowest compared entry with this formula, charge and spin: 180.01 kJ/mol
maximum force: 4.338 eV/A

Formula: C16H16ClF6N4O3
Source: the OMol25 dataset
Level of theory: ωB97M-V/def2-TZVPD

Geometry as XYZ:
```
46
Properties=species:S:1:pos:R:3:nbo_charge:R:1
C 4.53712 -1.32992 -1.31828 -0.61
C 3.58167 -0.16310 -1.51048 -0.44
C 2.93398 0.45474 -0.25946 -0.04
Cl 2.88948 -0.62427 1.15710 -0.01
N 3.60002 1.68132 0.15000 -0.19
N 4.95105 1.63644 0.36716 -0.34
C 5.31518 2.84568 0.78315 0.29
N 4.29472 3.66470 0.87132 -0.45
C 3.23138 2.94604 0.46103 0.60
N 2.01524 3.50441 0.39278 -0.62
C 0.77083 2.92511 -0.03552 0.83
F 0.94574 2.48478 -1.32656 -0.34
F -0.08520 3.97103 -0.08502 -0.30
C 0.23745 1.81681 0.82002 -0.19
C 0.61329 1.67635 2.14778 -0.17
C 0.05780 0.66522 2.91750 -0.19
C -0.86601 -0.21047 2.36100 -0.14
C -1.23437 -0.06043 1.03075 -0.15
C -2.24048 -0.98152 0.39846 0.97
F -2.50681 -2.05787 1.16913 -0.31
F -1.80744 -1.43269 -0.80354 -0.32
F -3.42016 -0.34778 0.17576 -0.32
C -0.69796 0.95473 0.25465 -0.11
H 5.30507 -1.15167 -0.56577 0.19
H 5.04543 -1.51806 -2.26217 0.24
H 4.00171 -2.23739 -1.05356 0.24
H 4.07476 0.65002 -2.04605 0.23
H 2.75706 -0.47717 -2.14719 0.25
H 1.90484 0.68981 -0.46494 0.27
H 5.51072 0.80445 0.25766 0.46
H 6.33768 3.07946 1.03394 0.25
H 1.99370 4.49312 0.59815 0.46
H 1.32728 2.34957 2.60231 0.23
H 0.34877 0.55879 3.95148 0.24
H -1.29498 -1.00732 2.94969 0.25
H -0.98583 1.07171 -0.78084 0.25
C -5.89780 -2.83455 -0.38456 -0.13
C -5.59536 -3.26043 -1.80671 0.45
O -6.82470 -3.80541 -2.23203 -0.49
C -7.82924 -3.25180 -1.48921 0.97
O -8.97937 -3.34431 -1.73020 -0.54
O -7.29899 -2.56748 -0.44432 -0.49
F -4.62918 -4.20948 -1.86946 -0.33
H -5.70881 -3.65928 0.30477 0.20
H -5.36218 -1.94770 -0.06352 0.21
H -5.31710 -2.44418 -2.47621 0.15
```

Properties
net charge: +1
LUMO: -0.131 Ha
ΔE to the lowest compared entry with this formula, charge and spin: 0.00 kJ/mol
maximum force: 0.649 eV/A